No. 1
C40H50CdI2N2O10P | ωB97M-V/def2-TZVPD

The molecular weight comes out at 1116.0 g/mol. As for the gap between HOMO and LUMO: 7.43 eV. As for the charge: -1. The spin multiplicity is 1.

Each line ends with the Mulliken charge.
Positions of all 106 atoms, in Å:
Cd  0.0406  -0.1177  0.4241  3.239
C  4.7313  2.7804  -2.4355  -2.021
C  4.8060  1.9769  -1.1365  1.216
C  6.2602  1.7749  -0.7198  -1.871
O  4.1788  0.7326  -1.3547  -0.176
C  3.0083  0.5992  -0.5571  -0.839
C  3.0106  1.8264  0.3775  -0.994
O  4.1138  2.6133  -0.0852  -0.260
C  1.6746  2.6577  0.4987  2.454
O  0.5931  1.8379  0.6372  -0.741
C  1.8055  3.5520  1.7636  -0.122
C  0.7424  3.5856  2.6579  -0.582
C  0.7625  4.4279  3.7602  -0.926
C  1.8448  5.2662  3.9785  -0.602
C  2.9179  5.2289  3.0993  -1.029
C  2.9036  4.3756  2.0059  -0.100
C  1.3907  3.7182  -0.6130  -0.023
C  2.3288  4.5455  -1.2244  -0.375
C  1.9442  5.4992  -2.1595  -1.095
C  0.6071  5.6977  -2.4585  -0.693
C  -0.3472  4.9380  -1.7955  -0.829
C  0.0449  3.9626  -0.8940  -0.300
C  3.0221  -0.8216  0.1122  3.784
O  1.8334  -1.0810  0.7811  -1.052
C  4.1902  -0.9044  1.1090  0.088
C  3.9188  -0.7856  2.4682  -0.755
C  4.9360  -0.9017  3.4048  -0.784
C  6.2381  -1.1446  2.9928  -0.631
C  6.5168  -1.2656  1.6391  -0.850
C  5.4997  -1.1459  0.7025  -0.263
C  3.2338  -1.8943  -0.9835  -0.293
C  3.5905  -3.1795  -0.5697  -0.158
C  3.7697  -4.2101  -1.4771  -0.782
C  3.5827  -3.9807  -2.8343  -0.730
C  3.1978  -2.7191  -3.2565  -0.946
C  3.0258  -1.6868  -2.3415  -0.091
H  5.2722  2.2377  -3.2107  0.482
H  5.1733  3.7683  -2.3025  0.371
H  3.6895  2.8827  -2.7349  0.382
H  6.7880  1.2110  -1.4897  0.368
H  6.2872  1.2217  0.2149  0.390
H  6.7411  2.7426  -0.5754  0.434
H  2.1163  0.6362  -1.1975  -0.658
H  3.2293  1.4894  1.3949  0.756
H  -0.0920  2.9207  2.4781  0.417
H  -0.0717  4.4305  4.4520  0.445
H  1.8625  5.9307  4.8342  0.367
H  3.7723  5.8751  3.2648  0.427
H  3.7623  4.3416  1.3517  0.233
H  3.3704  4.4561  -0.9697  0.638
H  2.6991  6.1111  -2.6406  0.406
H  0.3093  6.4478  -3.1820  0.388
H  -1.4035  5.1175  -1.9649  0.582
H  -0.6893  3.3683  -0.3702  0.415
H  2.8919  -0.6282  2.7721  0.384
H  4.7077  -0.8114  4.4598  0.430
H  7.0322  -1.2484  3.7226  0.394
H  7.5312  -1.4585  1.3093  0.427
H  5.7188  -1.2492  -0.3520  0.576
H  3.7311  -3.3642  0.4887  0.482
H  4.0696  -5.1910  -1.1263  0.408
H  3.7392  -4.7765  -3.5526  0.386
H  3.0386  -2.5272  -4.3111  0.422
H  2.7367  -0.7146  -2.7164  0.410
I  -3.1717  2.4720  -2.1953  -0.021
C  -1.7085  2.2804  -3.7339  -1.038
I  0.0120  1.1131  -3.2156  0.065
H  -1.3568  3.2737  -3.9817  0.542
H  -2.1944  1.8021  -4.5745  0.580
C  -0.4650  -4.1932  -2.1436  -1.902
C  -0.0580  -3.1102  -1.1665  0.588
N  0.4317  -3.5353  0.0020  0.114
O  -0.2285  -1.9153  -1.4560  -0.421
H  0.4207  -4.7539  -2.4463  0.454
H  -0.9194  -3.7443  -3.0227  0.321
H  -1.1704  -4.8803  -1.6721  0.382
H  0.6356  -4.5113  0.1253  0.264
H  0.9864  -2.8290  0.5408  -0.056
C  -4.0145  -4.0880  0.3566  -1.188
C  -2.9578  -3.2956  1.1140  0.543
O  -3.3363  -1.9321  1.2132  -0.249
P  -2.6820  -0.7708  0.2910  -0.710
O  -3.6355  -0.9939  -1.0461  -0.128
C  -3.1184  -1.4218  -2.2925  1.155
C  -4.2123  -1.2795  -3.3352  -1.483
O  -3.5723  0.4599  0.8241  -0.417
C  -3.1408  1.3874  1.8315  0.651
C  -3.6027  0.9597  3.2117  -1.242
H  -3.7046  -5.1298  0.2509  0.387
H  -4.1662  -3.6593  -0.6349  0.111
H  -4.9628  -4.0477  0.8927  0.367
H  -1.9829  -3.3979  0.6298  -0.382
H  -2.8588  -3.6654  2.1349  0.405
H  -2.7960  -2.4690  -2.2361  -0.121
H  -2.2356  -0.8434  -2.5766  -0.375
H  -5.0526  -1.9301  -3.0877  0.365
H  -3.8305  -1.5533  -4.3204  0.388
H  -4.5742  -0.2512  -3.3554  0.267
H  -3.5847  2.3466  1.5533  0.426
H  -2.0537  1.4959  1.8108  -0.508
H  -4.6916  0.8899  3.2395  0.321
H  -3.2643  1.6859  3.9534  0.382
H  -3.1798  -0.0139  3.4508  0.228
O  -1.4319  -1.9814  3.8005  -0.519
N  -0.5580  -1.5917  3.0626  0.089
O  -0.9394  -0.6551  2.2581  -0.665



No. 2
C40H51AsBN5OPbS3Si | ωB97M-V/def2-TZVPD

The molecular weight comes out at 1035.1 g/mol. As for the gap between HOMO and LUMO: 5.82 eV. As for the charge: +2. The spin multiplicity is 1.

Each line ends with the Mulliken charge.
Positions of all 104 atoms, in Å:
Pb  -7.9567  -20.7840  1.8311  0.813
C  -12.9767  -20.0649  4.5985  -0.754
N  -12.3253  -21.3480  4.3314  0.218
C  -12.6783  -22.5892  4.8392  -0.765
C  -11.8430  -23.4641  4.2606  -0.409
N  -11.0119  -22.7846  3.4398  1.103
B  -9.8644  -23.6170  2.5784  -0.075
N  -8.8076  -24.2789  3.4028  0.910
C  -8.6563  -25.6337  3.5679  -0.460
C  -7.5644  -25.8009  4.3339  -0.782
N  -7.0383  -24.5473  4.6404  0.336
C  -5.9920  -24.2161  5.5966  -0.817
C  -7.8110  -23.6095  4.0444  -0.616
S  -7.5802  -21.9422  4.3097  -0.212
C  -11.2758  -21.4788  3.5208  -0.927
S  -10.6489  -20.2038  2.5854  0.066
H  -13.6563  -20.2624  5.4234  0.325
H  -13.5043  -19.8088  3.6878  0.306
H  -12.1860  -19.2982  4.8282  0.225
H  -13.5125  -22.6930  5.5127  0.473
H  -11.8441  -24.5353  4.2514  0.542
H  -10.5519  -24.4713  1.9473  -0.204
H  -9.3695  -23.0295  1.6185  -0.613
H  -9.3818  -26.3553  3.1070  0.472
H  -7.1640  -26.7156  4.5917  0.533
H  -5.4371  -25.1281  5.8635  0.360
H  -6.4260  -23.8635  6.5333  0.329
H  -5.2841  -23.5742  5.1007  0.178
C  -11.6023  -21.0135  -1.4660  -0.319
C  -12.0595  -22.1098  -0.6901  -0.867
C  -11.2293  -23.1567  -0.5069  -0.020
C  -9.9419  -23.1550  -1.0881  1.042
C  -9.4737  -22.0208  -1.8075  -0.513
C  -10.3480  -20.9406  -1.9533  -1.098
Si  -8.9471  -24.6967  -1.3560  -0.031
C  -7.2720  -24.5148  -2.1241  0.939
C  -6.9511  -25.2102  -3.3073  -0.565
C  -5.8539  -24.8445  -4.0780  -0.570
C  -5.0380  -23.8378  -3.6240  -0.806
C  -5.3975  -23.1042  -2.5027  -0.721
C  -6.5059  -23.3756  -1.7716  -0.704
C  -9.5945  -26.3090  -0.9945  0.979
C  -10.9762  -26.5471  -1.1288  -0.223
C  -11.5103  -27.7815  -1.2662  -0.778
C  -10.7516  -28.8998  -1.3307  -0.422
C  -9.3242  -28.7385  -1.3071  -0.741
C  -8.7565  -27.4564  -1.1109  -0.602
H  -12.3425  -20.2843  -1.7754  0.533
H  -13.0565  -22.1811  -0.1743  0.331
H  -11.5601  -24.0119  -0.0099  0.307
H  -8.5832  -22.0917  -2.4227  0.469
H  -10.2256  -20.1575  -2.7109  0.418
H  -7.3793  -26.1120  -3.5881  0.552
H  -5.5830  -25.3098  -5.0495  0.393
H  -4.2394  -23.5170  -4.2317  0.402
H  -4.9559  -22.1981  -2.1827  0.565
H  -6.7970  -22.7864  -0.9111  0.782
H  -11.6788  -25.6898  -1.0725  0.257
H  -12.5921  -27.8858  -1.3526  0.394
H  -11.2125  -29.9113  -1.3973  0.378
H  -8.6832  -29.5321  -1.5408  0.451
H  -7.7277  -27.4596  -1.1491  0.666
C  -8.4701  -17.0674  3.4911  -1.364
As  -7.1915  -18.5213  3.2206  1.038
C  -6.3745  -18.7099  4.9699  -1.030
C  -5.9301  -17.5878  1.9583  -1.248
C  -4.9627  -16.6446  2.6501  0.334
C  -3.6520  -17.1084  2.8977  -0.420
C  -2.7829  -16.2254  3.5632  -0.323
C  -3.1194  -14.9449  3.9599  -0.773
C  -4.4365  -14.5081  3.6653  -0.550
C  -5.3403  -15.3771  3.0295  -0.284
H  -8.1134  -16.3491  4.1938  0.509
H  -9.3240  -17.6414  3.8580  0.349
H  -8.7423  -16.6561  2.5573  0.322
H  -6.0590  -19.7431  5.2122  0.182
H  -7.2276  -18.5471  5.6902  0.442
H  -5.5839  -17.9359  5.1138  0.359
H  -6.5615  -17.0186  1.3340  0.580
H  -5.5129  -18.3417  1.3322  0.608
H  -3.3451  -18.0507  2.4922  0.467
H  -1.7113  -16.5651  3.6484  0.290
H  -2.4696  -14.3768  4.5990  0.444
H  -4.7632  -13.4618  3.7420  0.346
H  -6.3250  -14.9949  2.8083  0.405
C  -11.6118  -16.5752  1.2581  -1.359
C  -11.4142  -17.6568  0.2118  0.053
C  -10.0442  -18.1240  0.2741  0.168
N  -8.9912  -18.6079  0.2717  -0.501
H  -12.5355  -16.1432  1.0674  0.457
H  -10.8068  -15.9003  1.2769  0.394
H  -11.5718  -16.9365  2.3445  0.201
H  -11.6658  -17.3113  -0.8104  0.423
H  -12.0014  -18.5487  0.5077  0.110
C  -3.2282  -21.4965  3.4566  -1.206
S  -4.5859  -22.0681  2.3733  0.589
C  -3.7797  -22.3204  0.7997  -0.685
O  -5.4461  -20.8674  2.0964  -0.539
H  -2.7341  -20.6657  2.9277  0.408
H  -2.6174  -22.3598  3.6448  0.482
H  -3.6897  -21.1482  4.4246  0.269
H  -3.1962  -23.1845  0.8868  0.525
H  -3.0959  -21.4645  0.6125  0.394
H  -4.4818  -22.5690  0.0701  -0.297